Record 1
DFT (ωB97M-V/def2-TZVPD) results for a structure of composition C22H37F5N6OPRhS.

Last column: Mulliken charge in e.
Geometry (Å):
Rh: 1.39 -0.34 1.22  0.707
N: 3.21 -0.01 -0.13  -0.354
C: 4.23 0.67 0.69  -0.312
C: 4.46 -0.15 1.94  -0.924
N: 3.21 -0.33 2.71  0.080
C: 2.95 0.67 3.77  -0.856
C: 2.05 1.78 3.29  -0.354
N: 0.78 1.18 2.80  -0.314
H: 2.93 0.56 -0.93  -0.035
H: 3.57 -0.88 -0.49  0.319
H: 5.17 0.80 0.15  0.506
H: 3.86 1.66 0.93  0.194
H: 4.82 -1.14 1.65  0.434
H: 5.24 0.31 2.55  0.322
H: 3.24 -1.25 3.14  0.213
H: 2.47 0.15 4.60  0.407
H: 3.89 1.08 4.15  0.320
H: 1.88 2.50 4.09  0.495
H: 2.49 2.32 2.46  0.191
H: 0.27 0.78 3.58  0.289
H: 0.19 1.88 2.36  0.029
F: -1.75 -6.07 3.77  -0.239
C: -1.09 -5.26 2.98  0.694
C: -0.60 -4.05 3.49  -0.074
F: -0.81 -3.74 4.75  -0.262
C: 0.09 -3.22 2.66  -0.071
F: 0.55 -2.06 3.16  -0.160
C: 0.32 -3.53 1.30  0.598
S: 1.15 -2.52 0.23  -0.423
C: -0.19 -4.77 0.83  0.312
F: -0.01 -5.10 -0.43  -0.307
C: -0.89 -5.62 1.65  0.292
F: -1.37 -6.76 1.20  -0.253
O: 0.43 1.20 0.03  -0.479
P: -0.59 0.93 -1.07  -1.272
N: -1.65 2.16 -0.99  0.901
C: -2.91 2.17 -1.76  -0.195
C: -3.70 3.31 -1.12  -0.785
C: -2.60 4.30 -0.72  -0.790
C: -1.48 3.40 -0.20  -0.435
N: 0.17 0.82 -2.52  0.582
C: 1.16 1.89 -2.82  -0.563
C: 1.65 1.52 -4.21  -0.689
C: 0.38 1.01 -4.88  -0.906
C: -0.32 0.22 -3.79  -0.267
N: -1.38 -0.49 -0.80  0.927
C: -1.95 -1.47 -1.76  -0.292
C: -3.17 -2.03 -1.03  -1.016
C: -2.82 -1.92 0.44  -0.073
C: -2.05 -0.60 0.52  -0.387
H: -3.42 1.21 -1.69  0.134
H: -2.72 2.39 -2.82  0.227
H: -4.22 2.95 -0.23  0.288
H: -4.43 3.74 -1.80  0.399
H: -2.92 5.02 0.02  0.403
H: -2.26 4.85 -1.60  0.312
H: -1.63 3.19 0.87  0.224
H: -0.49 3.83 -0.32  0.264
H: 1.94 1.91 -2.07  0.219
H: 0.69 2.88 -2.83  0.266
H: 2.40 0.72 -4.16  0.263
H: 2.09 2.37 -4.73  0.401
H: 0.57 0.40 -5.76  0.435
H: -0.23 1.86 -5.18  0.318
H: -0.05 -0.84 -3.83  0.299
H: -1.40 0.29 -3.89  0.312
H: -1.22 -2.25 -1.98  0.313
H: -2.24 -1.00 -2.69  0.142
H: -3.38 -3.06 -1.34  0.480
H: -4.06 -1.43 -1.25  0.303
H: -2.19 -2.76 0.75  -0.398
H: -3.70 -1.90 1.08  0.494
H: -1.31 -0.60 1.33  -0.225
H: -2.72 0.24 0.69  0.398

The orbital gap (alpha / beta) comes out at 8.76 / 4.98 eV. The value obtained for the calculated total energy is -2613.212406 a.u. For the max |F|, the calculation gives 0.0094 hartree/bohr. The charge is +2. Its expectation value of S² is 6.031. The spin multiplicity is 5. The calculation puts the energy above the lowest of the compared OMol25 structures with the same formula, charge and spin at 0.136 eV. For the HOMO energy (alpha / beta), the calculation gives -13.76 / -13.74 eV.


Record 2
DFT (ωB97M-V/def2-TZVPD) results for a cluster of 13 separate species, C84H192N9O13 in total.

Last column: Mulliken charge in e.
Geometry (Å):
C: -26.91 -13.10 -14.13  1.382
C: -27.85 -12.02 -14.61  1.401
C: -27.15 -10.78 -15.34  0.906
O: -28.07 -9.94 -15.96  0.038
C: -28.44 -8.78 -15.17  -0.863
N: -28.91 -12.65 -15.54  3.297
H: -28.50 -13.00 -16.42  -1.414
H: -29.21 -13.49 -15.10  -0.347
H: -29.79 -12.20 -15.78  0.727
H: -27.49 -13.70 -13.35  -0.434
H: -25.99 -12.83 -13.57  -0.621
H: -26.67 -13.68 -15.01  -0.632
H: -28.36 -11.62 -13.75  0.482
H: -26.54 -11.15 -16.16  -0.764
H: -26.52 -10.26 -14.61  -0.347
H: -27.59 -8.20 -14.85  -0.076
H: -29.04 -9.02 -14.29  0.172
H: -28.93 -8.15 -15.89  0.423
C: -34.10 -5.84 -13.07  -1.274
C: -33.33 -5.87 -11.72  0.130
C: -32.50 -7.15 -11.57  -0.632
O: -33.34 -8.18 -11.18  -0.466
C: -32.63 -9.46 -11.40  -0.442
N: -32.35 -4.73 -11.71  -0.084
H: -31.52 -4.81 -12.36  0.000
H: -32.83 -3.83 -11.91  0.436
H: -31.87 -4.62 -10.81  0.408
H: -33.39 -5.61 -13.87  0.320
H: -34.82 -5.02 -13.00  0.399
H: -34.61 -6.82 -13.22  0.343
H: -34.05 -5.66 -10.89  0.341
H: -31.72 -7.02 -10.84  0.408
H: -31.97 -7.33 -12.48  0.399
H: -31.55 -9.36 -11.09  0.212
H: -32.71 -9.70 -12.46  0.179
H: -33.11 -10.26 -10.79  0.329
C: -26.74 -0.43 -11.48  -1.181
C: -25.32 -1.06 -11.40  -0.604
C: -25.32 -2.28 -10.49  -0.505
C: -26.15 -3.45 -11.09  -0.978
N: -25.80 -4.80 -10.49  0.884
C: -26.48 -5.94 -11.27  0.169
C: -27.28 -6.78 -10.24  -0.521
C: -27.63 -5.76 -9.18  -0.883
C: -26.31 -4.99 -9.07  -0.797
C: -24.30 -5.06 -10.53  -2.346
C: -23.44 -4.81 -11.75  -0.115
C: -22.27 -5.83 -11.67  -1.306
H: -26.74 0.45 -12.04  0.457
H: -27.17 -0.24 -10.45  0.286
H: -27.47 -1.08 -11.97  0.247
H: -24.49 -0.35 -11.15  0.377
H: -25.08 -1.35 -12.45  0.262
H: -25.76 -1.96 -9.52  0.331
H: -24.27 -2.59 -10.26  0.395
H: -25.90 -3.44 -12.15  0.450
H: -27.22 -3.29 -10.92  0.578
H: -25.77 -6.45 -11.92  0.469
H: -27.24 -5.46 -11.86  -0.858
H: -26.55 -7.55 -9.85  0.054
H: -28.06 -7.20 -10.84  0.671
H: -27.88 -6.26 -8.28  0.540
H: -28.43 -5.10 -9.42  0.275
H: -25.54 -5.51 -8.49  0.522
H: -26.41 -4.03 -8.59  0.286
H: -24.22 -6.09 -10.20  1.051
H: -23.82 -4.47 -9.74  0.773
H: -23.07 -3.75 -11.75  0.371
H: -24.00 -4.98 -12.68  0.300
H: -22.57 -6.82 -12.10  0.106
H: -22.05 -5.91 -10.61  0.431
H: -21.37 -5.46 -12.17  0.424
C: -35.60 -4.38 -21.90  -1.391
C: -34.43 -5.00 -21.18  -0.596
C: -33.23 -4.07 -21.18  -0.660
C: -31.95 -4.73 -20.66  -0.960
N: -30.72 -3.82 -20.43  0.739
C: -29.65 -4.67 -19.90  -0.537
C: -28.87 -3.90 -18.80  -0.283
C: -29.72 -2.60 -18.64  -0.769
C: -31.07 -2.86 -19.32  -0.762
C: -30.39 -3.11 -21.75  -1.159
C: -29.23 -2.19 -21.79  0.123
C: -29.18 -1.52 -23.19  -1.481
H: -35.41 -4.09 -22.93  0.362
H: -35.88 -3.52 -21.31  0.351
H: -36.43 -5.04 -22.00  0.420
H: -34.07 -5.92 -21.61  0.420
H: -34.78 -5.32 -20.22  0.379
H: -33.45 -3.18 -20.62  0.412
H: -33.02 -3.76 -22.20  0.365
H: -31.57 -5.60 -21.29  0.504
H: -32.11 -5.10 -19.64  0.406
H: -28.96 -4.97 -20.73  -0.166
H: -30.11 -5.55 -19.54  0.569
H: -27.83 -3.64 -19.05  0.369
H: -28.86 -4.52 -17.93  0.098
H: -29.22 -1.73 -19.02  0.337
H: -29.91 -2.37 -17.58  0.506
H: -31.65 -2.03 -19.68  0.371
H: -31.67 -3.44 -18.60  0.502
H: -31.31 -2.63 -22.10  0.453
H: -30.11 -3.94 -22.42  0.422
H: -28.36 -2.81 -21.57  0.291
H: -29.39 -1.43 -21.04  0.150
H: -30.14 -1.06 -23.42  0.381
H: -29.07 -2.16 -24.07  0.362
H: -28.47 -0.70 -23.23  0.400
C: -22.86 -17.67 -13.50  -1.084
C: -23.74 -17.45 -14.78  -0.606
C: -25.16 -16.83 -14.52  1.480
C: -26.11 -17.96 -14.08  -1.769
N: -27.56 -17.57 -13.88  0.934
C: -27.73 -16.75 -12.59  0.662
C: -27.75 -17.82 -11.47  -0.549
C: -27.99 -19.21 -12.10  -1.222
C: -28.31 -18.85 -13.54  -0.553
C: -28.13 -16.87 -15.09  -0.181
C: -28.06 -17.74 -16.33  -0.631
C: -28.30 -17.02 -17.62  -0.495
H: -23.26 -18.45 -12.82  0.368
H: -22.69 -16.73 -12.96  0.088
H: -21.91 -18.00 -13.91  0.422
H: -23.68 -18.35 -15.40  0.469
H: -23.20 -16.73 -15.42  0.200
H: -25.62 -16.44 -15.48  -0.620
H: -25.16 -16.02 -13.79  -0.015
H: -25.80 -18.47 -13.16  0.629
H: -26.18 -18.75 -14.84  0.488
H: -28.61 -16.13 -12.74  -0.548
H: -26.88 -16.10 -12.52  -0.172
H: -28.62 -17.56 -10.85  0.349
H: -26.89 -17.81 -10.84  0.423
H: -28.83 -19.76 -11.61  0.417
H: -27.13 -19.86 -11.92  0.360
H: -29.41 -18.64 -13.66  0.516
H: -28.02 -19.66 -14.20  0.464
H: -27.63 -15.90 -15.27  -0.699
H: -29.16 -16.62 -14.83  0.888
H: -28.78 -18.50 -16.21  0.531
H: -27.13 -18.30 -16.35  0.209
H: -28.74 -16.08 -17.41  -0.644
H: -28.85 -17.54 -18.38  0.590
H: -27.28 -16.85 -18.11  0.164
C: -27.32 -6.27 -23.09  -0.717
C: -27.64 -7.61 -23.80  -0.885
C: -26.84 -8.84 -23.39  -0.359
C: -27.10 -9.17 -21.95  -1.396
N: -26.64 -10.63 -21.59  1.059
C: -27.14 -10.83 -20.12  0.227
C: -25.93 -10.66 -19.21  1.427
C: -24.81 -10.06 -20.15  -0.825
C: -25.12 -10.62 -21.54  -0.857
C: -27.11 -11.58 -22.59  -1.636
C: -28.60 -11.62 -22.81  0.857
C: -28.94 -12.62 -23.91  -1.474
H: -26.23 -6.10 -22.93  0.333
H: -27.69 -6.22 -22.01  -0.092
H: -27.75 -5.44 -23.66  0.419
H: -27.48 -7.43 -24.90  0.448
H: -28.68 -7.91 -23.61  0.339
H: -25.77 -8.64 -23.53  0.419
H: -27.22 -9.58 -24.09  0.241
H: -28.17 -9.12 -21.73  0.678
H: -26.54 -8.52 -21.25  0.429
H: -27.63 -11.80 -19.99  -0.886
H: -27.90 -10.11 -19.84  0.137
H: -25.67 -11.60 -18.77  -0.889
H: -26.12 -9.98 -18.40  -0.174
H: -23.80 -10.28 -19.86  0.684
H: -24.89 -8.96 -20.17  0.281
H: -24.83 -11.66 -21.66  0.568
H: -24.73 -9.96 -22.29  0.380
H: -26.69 -12.54 -22.23  0.815
H: -26.68 -11.26 -23.52  0.574
H: -28.80 -10.61 -23.16  0.057
H: -29.11 -11.85 -21.85  -0.252
H: -28.48 -12.35 -24.90  0.369
H: -30.01 -12.68 -24.05  0.417
H: -28.59 -13.61 -23.64  0.338
C: -28.18 -15.43 -6.49  -1.237
C: -28.27 -14.06 -7.09  -0.527
N: -28.59 -13.97 -8.55  0.584
C: -29.89 -14.71 -8.82  -0.703
C: -28.90 -12.47 -8.72  -0.615
C: -29.05 -11.98 -10.15  -0.404
C: -27.46 -14.57 -9.41  -0.711
C: -25.97 -14.01 -9.22  -0.195
O: -25.21 -14.82 -10.09  -0.211
C: -23.85 -14.39 -10.27  -0.211
H: -27.51 -16.02 -7.12  0.286
H: -29.17 -15.93 -6.36  0.360
H: -27.77 -15.25 -5.49  0.398
H: -27.40 -13.39 -6.90  0.539
H: -29.07 -13.50 -6.60  0.530
H: -30.67 -14.06 -8.43  0.334
H: -29.85 -15.71 -8.41  0.466
H: -29.96 -14.81 -9.89  0.012
H: -28.09 -11.93 -8.26  0.436
H: -29.85 -12.40 -8.11  0.475
H: -28.15 -12.09 -10.73  -0.090
H: -29.16 -10.88 -10.08  0.380
H: -29.83 -12.40 -10.78  0.008
H: -27.73 -14.29 -10.40  -0.044
H: -27.44 -15.66 -9.26  0.498
H: -25.68 -14.20 -8.20  0.514
H: -25.89 -12.95 -9.50  -0.286
H: -23.42 -15.11 -11.03  -0.088
H: -23.32 -14.63 -9.34  0.364
H: -23.78 -13.32 -10.58  0.003
C: -22.97 -12.22 -17.90  -0.920
C: -23.40 -12.34 -16.46  0.251
N: -22.36 -11.98 -15.41  0.957
C: -22.95 -12.28 -14.06  -0.435
C: -21.06 -12.79 -15.59  -0.425
C: -21.21 -14.29 -15.86  -1.424
C: -21.96 -10.53 -15.53  -1.373
C: -22.96 -9.50 -15.07  -0.503
O: -24.14 -9.39 -15.81  0.085
C: -24.87 -8.22 -15.44  -0.333
H: -22.93 -11.17 -18.16  -0.010
H: -23.68 -12.85 -18.47  -0.116
H: -21.97 -12.67 -18.01  0.542
H: -23.80 -13.30 -16.24  0.824
H: -24.18 -11.60 -16.21  -0.796
H: -22.34 -11.85 -13.25  0.241
H: -23.06 -13.34 -14.04  0.442
H: -23.91 -11.79 -14.07  -0.264
H: -20.46 -12.58 -14.69  0.516
H: -20.57 -12.42 -16.48  0.574
H: -21.38 -14.82 -14.95  0.470
H: -20.34 -14.72 -16.36  0.465
H: -21.96 -14.56 -16.58  0.167
H: -21.66 -10.37 -16.56  0.425
H: -21.02 -10.32 -15.02  0.540
H: -22.38 -8.57 -15.13  0.651
H: -23.15 -9.57 -13.97  0.056
H: -25.65 -8.08 -16.18  0.086
H: -24.19 -7.37 -15.44  0.610
H: -25.28 -8.36 -14.45  -0.294
C: -30.06 -14.57 -20.35  0.156
C: -31.55 -14.22 -20.20  -0.921
N: -32.07 -13.73 -18.88  0.542
C: -33.48 -13.47 -19.04  -1.099
C: -31.80 -14.74 -17.80  0.304
C: -32.39 -16.06 -18.09  -1.507
C: -31.35 -12.48 -18.49  -0.071
C: -31.99 -11.54 -17.46  -1.187
O: -31.52 -11.99 -16.18  -0.226
C: -31.94 -11.05 -15.20  -0.734
H: -29.91 -14.94 -21.37  0.683
H: -29.54 -15.18 -19.63  -0.328
H: -29.59 -13.57 -20.31  -0.359
H: -32.12 -15.13 -20.43  0.410
H: -31.92 -13.49 -20.96  0.554
H: -33.94 -14.26 -19.57  0.554
H: -33.67 -12.58 -19.66  0.331
H: -33.94 -13.37 -18.04  0.426
H: -32.20 -14.21 -16.93  0.597
H: -30.70 -14.87 -17.69  -0.393
H: -32.58 -16.54 -17.11  0.431
H: -31.71 -16.74 -18.59  0.395
H: -33.34 -16.06 -18.67  0.278
H: -31.38 -11.89 -19.40  0.394
H: -30.28 -12.65 -18.29  -0.366
H: -33.09 -11.52 -17.42  0.500
H: -31.59 -10.56 -17.70  0.483
H: -31.51 -10.06 -15.21  0.427
H: -31.80 -11.50 -14.21  -0.360
H: -33.03 -10.94 -15.25  0.475
C: -31.56 -14.75 -12.15  -1.468
C: -30.78 -13.91 -13.15  0.558
O: -30.27 -14.48 -14.14  -0.759
O: -30.67 -12.68 -12.88  -0.746
H: -30.87 -15.55 -11.85  0.126
H: -32.48 -15.22 -12.59  0.433
H: -31.87 -14.23 -11.24  0.263
C: -27.88 -5.10 -14.60  0.131
C: -29.30 -4.98 -14.08  1.071
O: -30.18 -4.73 -14.88  -0.802
O: -29.44 -5.17 -12.81  -0.641
H: -27.66 -4.09 -14.89  0.534
H: -27.91 -5.79 -15.41  -0.056
H: -27.33 -5.41 -13.78  -0.789
C: -26.43 -14.43 -19.54  -1.158
C: -26.79 -14.13 -18.10  -0.112
O: -25.98 -14.16 -17.18  -0.471
O: -27.98 -13.74 -17.93  -0.691
H: -25.71 -15.21 -19.69  0.685
H: -25.99 -13.55 -19.96  -0.045
H: -27.33 -14.61 -20.06  -0.047
C: -24.34 -10.55 -10.39  -1.099
C: -24.89 -10.34 -11.81  -0.129
O: -25.14 -11.41 -12.41  -0.163
O: -24.99 -9.21 -12.36  -0.261
H: -25.01 -11.17 -9.75  -0.025
H: -24.11 -9.61 -9.89  0.325
H: -23.44 -11.20 -10.52  0.280

The orbital gap comes out at 7.58 eV. The value obtained for the calculated total energy is -4784.935299 a.u. For the max |F|, the calculation gives 0.0612 hartree/bohr. The charge is +5. The spin multiplicity is 1. For the HOMO energy, the calculation gives -15.84 eV.